Computed, not measured: a 5-piece molecular cluster, C34H68N2O18S7 overall, with ωB97M-V/def2-TZVPD.

```
129
Properties=species:S:1:pos:R:3:forces:R:3:lowdin_charge:R:1
S 3.2534 1.6689 7.5385 0.0 0.2 0.0 0.56
S -3.4451 4.4399 0.6577 0.4 0.0 -0.5 0.86
S -3.7208 -1.6020 -4.4687 0.3 -0.2 -0.1 0.58
S 1.4125 -1.3523 1.8284 -0.2 -0.1 0.5 0.55
S -6.0243 3.9384 -0.7840 0.1 0.0 -0.5 0.94
S 6.5722 -4.6712 -2.3448 0.0 -0.2 -0.2 0.56
S 11.1140 -5.0417 3.2387 0.0 0.0 0.2 0.56
O 7.3198 -6.0654 -2.3094 -0.1 -0.1 0.0 -0.26
O 12.3250 -4.5522 2.6583 0.0 0.0 -0.1 -0.27
O 10.0489 -5.4729 2.3834 0.0 0.0 -0.1 -0.28
O 2.3223 0.6986 7.0502 0.0 -0.1 0.0 -0.28
O 3.3695 2.8686 6.5105 -0.1 0.0 0.0 -0.27
O -4.5957 -2.0419 -5.4957 -0.2 0.0 -0.1 -0.22
O -2.4836 0.4974 3.4872 0.0 -0.1 -0.1 0.13
O 1.9872 -0.0538 1.6454 0.0 0.1 -0.2 -0.28
O 7.5412 -3.6195 -2.2966 0.0 0.1 0.1 -0.27
O 5.4902 -4.6831 -1.4062 0.0 0.1 0.1 -0.29
O 4.5709 1.2526 7.9126 0.0 -0.1 0.0 -0.28
O -2.4971 -2.2906 -4.2538 0.1 0.0 0.0 -0.21
O -2.3505 1.4790 1.4791 -0.5 0.2 -0.4 -0.05
O 2.5526 -2.4045 2.1359 0.1 0.0 0.0 -0.26
O -3.4073 -0.0620 -4.6043 0.0 0.2 0.1 -0.18
O 11.4430 -6.2074 4.2632 0.1 0.0 0.1 -0.26
O -4.5453 -1.4824 -3.1270 -0.2 0.2 0.3 -0.17
O 0.5335 -1.8899 0.8299 0.0 0.1 -0.2 -0.29
N -4.1464 5.5900 -1.6213 -0.2 0.2 0.2 -0.17
N -3.1469 6.5321 -3.3539 0.1 0.0 -0.1 0.07
C -4.9393 6.6468 -2.0059 -0.3 0.2 -0.3 -0.09
C 4.1824 2.6618 5.3264 0.3 0.0 -0.3 -0.24
C -6.2306 2.2074 -4.7783 -0.3 -0.1 0.2 -0.20
C -5.4622 -0.0611 -1.4528 -0.3 0.2 -0.3 -0.07
C -4.3058 -0.1616 -2.4704 -0.2 -0.7 0.3 -0.33
C -8.3428 3.6334 -4.8733 -0.1 -0.3 -0.4 -0.21
C 8.2441 -6.3080 -1.2160 0.3 0.0 0.3 -0.24
C -4.3163 0.7433 -3.7256 0.4 -0.3 -0.9 -0.37
C -5.6601 0.8093 -4.4937 -0.1 0.4 0.1 -0.10
C -4.3046 7.2102 -3.0620 0.0 0.1 -0.2 -0.14
C -3.5809 2.0551 -3.6251 0.3 -0.3 0.2 0.02
C -2.5128 0.7825 -0.8187 0.4 -0.1 0.0 -0.14
C -2.6413 0.3546 0.6207 0.3 -0.2 0.4 -0.17
C -6.2779 1.2336 -1.3070 0.2 0.1 0.5 -0.21
C 7.5506 -6.5835 0.0991 -0.2 0.0 0.0 -0.07
C -4.4390 4.6867 -0.5773 -0.1 0.0 0.0 -1.04
C 13.1101 -7.6059 3.0911 0.0 0.2 0.0 -0.07
C 0.6137 -1.4037 3.3930 0.0 0.0 0.0 -0.11
C 2.5100 2.5707 8.8514 0.0 0.0 0.1 -0.12
C 3.5186 1.7603 4.3103 -0.2 -0.1 0.1 -0.08
C 10.5134 -3.8752 4.4067 0.0 0.0 0.0 -0.12
C -9.4237 3.8714 -3.8314 -0.1 0.6 0.0 -0.23
C -3.9707 2.3045 3.0485 0.0 -0.1 0.6 -0.01
C 3.3493 -2.8903 1.0234 0.2 -0.2 -0.3 -0.24
C -5.7598 2.2255 -0.2425 -0.4 -0.2 0.3 -0.44
C 5.9140 -4.8051 -3.9690 0.0 0.0 -0.1 -0.12
C -3.0741 5.5769 -2.4785 0.1 -0.1 0.2 -0.18
C -8.9500 6.2099 -2.8637 0.0 0.1 0.0 -0.11
C -2.9341 -0.3184 -1.8032 0.1 0.6 -0.1 -0.09
C -9.8361 5.3509 -3.7781 0.2 0.0 0.0 -0.25
C 4.3517 -1.8785 0.5181 -0.1 0.3 0.0 -0.07
C -7.7600 2.2095 -4.8691 0.4 0.3 0.3 -0.19
C -2.8745 1.3404 2.7283 0.3 -0.2 0.3 -0.53
C 11.7364 -7.5171 3.7211 0.0 -0.3 -0.1 -0.25
H -5.1106 -0.3552 -0.4682 0.1 -0.1 0.0 0.11
H -8.1094 1.6959 -3.9700 -0.3 -0.2 -0.1 0.10
H 1.5957 3.0287 8.4850 0.0 0.0 0.0 0.08
H 11.2832 -3.7028 5.1534 0.0 0.0 0.0 0.08
H -2.3030 4.8313 -2.3998 0.1 -0.1 0.1 0.13
H -4.1774 2.2384 4.1111 0.0 0.0 0.1 0.09
H 13.1856 -6.9793 2.2043 0.0 0.0 0.0 0.07
H -10.8731 5.4462 -3.4628 -0.1 -0.1 0.0 0.10
H 13.3093 -8.6378 2.8009 0.0 0.0 0.0 0.08
H -3.4641 2.4650 -4.6244 -0.1 0.2 0.0 0.11
H 3.8572 -3.7675 1.4168 -0.1 0.0 0.1 0.12
H 3.4086 0.7475 4.6944 0.0 0.0 0.0 0.07
H -4.8696 1.9890 2.5169 0.0 0.1 -0.2 0.08
H -6.4045 0.1913 -3.9942 -0.1 0.0 0.1 0.12
H 4.1155 1.7126 3.4001 0.0 0.1 0.0 0.09
H 3.2128 3.3176 9.2086 0.0 0.0 0.0 0.07
H -6.4102 1.7498 -2.2451 0.1 0.1 -0.4 0.06
H -1.4516 0.9792 -0.9745 0.1 0.1 0.0 0.13
H 2.6828 -3.2283 0.2294 -0.1 0.1 0.0 0.12
H 2.2849 1.8497 9.6340 0.0 0.0 0.0 0.08
H -9.7791 5.7502 -4.7914 -0.2 0.0 -0.1 0.10
H 6.7334 -4.8152 -4.6816 0.0 0.0 0.0 0.08
H 13.8760 -7.2806 3.7945 0.0 0.0 0.0 0.09
H -3.0049 1.7339 -1.0026 -0.2 0.0 0.1 0.08
H -5.9872 2.9134 -3.9852 0.2 0.1 0.1 0.08
H -9.5493 6.8652 -2.2347 0.0 0.1 0.0 0.07
H 4.9801 -2.3432 -0.2405 0.0 -0.1 0.0 0.06
H 7.0131 -5.7073 0.4571 0.0 0.0 0.0 0.07
H 4.3276 3.6613 4.9227 -0.1 0.1 0.1 0.12
H -6.1649 -0.8357 -1.7520 0.0 -0.1 0.0 0.13
H -0.1758 -0.6528 3.3673 0.0 0.0 0.0 0.06
H -7.2751 0.9352 -0.9866 -0.1 0.0 -0.1 0.12
H -2.9324 -1.2915 -1.3141 0.0 -0.1 0.1 0.15
H 6.8301 -7.3949 -0.0073 0.0 0.0 0.0 0.09
H 0.1920 -2.3939 3.5399 0.0 0.0 0.0 0.08
H 3.8618 -1.0134 0.0731 0.0 0.0 0.0 0.07
H -5.8612 6.9365 -1.5358 0.0 -0.2 0.2 0.11
H 8.8178 -7.1739 -1.5384 -0.1 0.0 -0.1 0.12
H -7.5491 4.3760 -4.7603 0.1 0.0 0.1 0.11
H -5.8019 2.6067 -5.6971 0.1 0.1 0.0 0.13
H 5.1582 2.2816 5.6313 0.0 0.0 0.1 0.11
H -6.3428 2.1040 0.6677 0.1 -0.1 0.1 0.07
H -2.1816 -0.3783 -2.5832 0.0 -0.1 0.0 0.12
H -2.5819 1.8710 -3.2357 0.0 0.1 0.0 0.10
H 5.3217 -5.7136 -4.0322 0.0 0.0 0.0 0.08
H -1.9238 -0.4397 0.8294 0.0 -0.1 0.0 0.13
H 8.2911 -6.8540 0.8512 0.1 0.0 0.0 0.07
H 4.9813 -1.5152 1.3309 0.0 -0.1 0.0 0.09
H 9.6031 -4.2608 4.8564 0.0 0.0 0.0 0.08
H 2.5232 2.1256 4.0598 0.0 0.0 -0.1 0.09
H -4.0981 2.7557 -2.9777 -0.1 0.2 0.0 0.07
H 10.3107 -2.9609 3.8535 0.0 0.0 0.0 0.08
H -9.0553 3.5907 -2.8412 -0.1 -0.2 0.1 0.10
H -10.3063 3.2739 -4.0592 0.1 -0.2 0.0 0.11
H -5.4849 0.3387 -5.4565 0.0 -0.2 0.0 0.12
H -4.6256 8.0639 -3.6310 0.1 0.1 0.0 0.10
H 8.9326 -5.4660 -1.1387 -0.1 0.1 0.0 0.12
H 10.9500 -7.7928 3.0171 0.0 0.1 0.0 0.11
H -8.3411 5.5994 -2.1988 0.1 -0.1 0.1 0.03
H -8.2744 6.8513 -3.4277 0.1 0.0 0.0 0.07
H 1.3390 -1.1632 4.1665 0.0 0.0 0.0 0.07
H -8.0875 1.6625 -5.7507 -0.1 -0.2 0.1 0.12
H 11.6623 -8.1834 4.5775 0.0 0.1 0.1 0.12
H -3.7185 3.3197 2.7582 -0.1 -0.2 0.1 0.00
H 5.2837 -3.9317 -4.1207 0.0 0.0 0.0 0.08
H -8.7834 3.8181 -5.8550 0.0 0.2 -0.1 0.11
H -3.6327 -0.0237 0.8806 -0.1 0.0 -0.1 0.12
H -4.7234 2.0711 0.0357 0.2 0.2 -0.1 0.03
```
Positions in Å, forces in eV/Å.

As for the HOMO-LUMO gap: 0.300 Ha. Its total energy is -152040.250 eV. The calculation puts the largest force on an atom at 1.00 eV/A.